# C24H20F4In

A molecular structure, C24H20F4In in a non-equilibrium geometry (ωB97M-V with the def2-TZVPD basis set, the OMol25 dataset).

Summary:
Frontier orbital gap, eV: 1.132
2S+1: 1
Relative energy (zero: lowest compared OMol25 entry of this formula, charge and spin), kJ/mol: 99.7
Lowest unoccupied orbital energy, eV: -13.6
Maximum force, eV Å⁻¹: 3.4
E_HOMO, eV: -14.72
Net charge: +3
E_tot, Ha: -1514.90019

CARTESIAN COORDINATES (ANGSTROEM)
In 24.943350 -19.062220 -24.594930
F 27.762780 -21.560090 -20.874450
C 28.281210 -22.258180 -19.925960
C 29.678500 -22.264300 -19.749590
C 30.286260 -23.018070 -18.792860
C 29.442570 -23.766800 -17.961100
C 28.047520 -23.713500 -18.061000
C 27.480560 -22.909990 -18.996090
H 30.282580 -21.849550 -20.542990
H 31.358800 -23.141300 -18.763130
H 29.828450 -24.412110 -17.185810
H 27.426070 -24.366870 -17.466610
H 26.424700 -22.990480 -19.208450
F 23.471940 -22.978050 -27.825660
C 22.410310 -23.526990 -28.414780
C 21.563720 -22.762970 -29.274220
C 20.636730 -23.495130 -30.086570
C 20.545560 -24.862310 -30.094740
C 21.395030 -25.553410 -29.231350
C 22.243900 -24.910410 -28.357140
H 21.602850 -21.698600 -29.453090
H 20.072560 -22.912690 -30.799930
H 19.808000 -25.433870 -30.638550
H 21.205030 -26.612770 -29.141460
H 22.854040 -25.440530 -27.640830
F 19.903520 -18.400940 -25.868100
C 18.748190 -18.156330 -26.401270
C 17.596070 -18.654850 -25.806030
C 16.374070 -18.489950 -26.444840
C 16.349290 -17.819260 -27.657400
C 17.492170 -17.084650 -28.217060
C 18.697860 -17.335570 -27.550750
H 17.645130 -19.201880 -24.876110
H 15.426700 -18.847070 -26.068870
H 15.372570 -17.706550 -28.104290
H 17.348230 -16.430090 -29.063950
H 19.571200 -16.811120 -27.909400
F 22.784870 -18.484130 -19.663980
C 22.544350 -18.722520 -18.350390
C 21.471010 -19.548640 -17.965760
C 21.055980 -19.738820 -16.606570
C 21.720600 -19.028450 -15.593640
C 22.719310 -18.139880 -16.023870
C 23.105160 -17.967620 -17.375160
H 20.778290 -19.963680 -18.682890
H 20.241330 -20.393980 -16.335440
H 21.462470 -19.114380 -14.548470
H 23.107640 -17.540900 -15.213430
H 23.838140 -17.190310 -17.533030

Forces on the atoms, in the same order (eV/Å):
In 0.1 0.1 0.0
F -0.7 0.7 -1.3
C 1.4 -0.3 2.4
C 0.6 0.0 -1.6
C -0.6 -0.6 0.2
C 0.3 -0.3 1.0
C 0.2 -0.1 0.0
C -1.3 -0.5 -1.2
H 0.0 0.5 0.1
H 0.0 0.2 0.1
H 0.4 -0.1 -0.1
H 0.1 0.1 0.2
H -0.2 0.3 0.2
F -0.5 0.1 0.3
C -0.8 0.4 -1.8
C -0.8 -1.7 -0.8
C 1.1 2.3 0.3
C 0.2 -0.2 0.6
C -0.4 -0.6 1.2
C 0.5 -0.2 0.1
H 0.4 0.0 0.4
H -0.2 0.1 0.1
H 0.0 0.3 -0.4
H 0.5 -0.2 0.0
H 0.0 -0.3 -0.1
F 1.3 -0.2 0.7
C -1.4 1.0 -1.4
C -1.0 -0.7 0.3
C 1.0 0.0 -0.1
C 0.3 1.9 -1.0
C -0.4 -2.4 2.4
C -0.8 0.9 -1.1
H 0.2 0.0 0.1
H 0.2 -0.2 0.3
H 0.0 0.0 -0.4
H 0.3 -0.1 0.0
H 0.3 -0.2 0.2
F 0.0 -0.4 0.7
C -1.3 0.3 0.2
C -1.3 -0.7 0.8
C 1.5 0.9 0.1
C -0.3 -0.7 -1.9
C -0.4 -0.1 0.3
C 1.0 0.7 1.5
H 0.4 -0.2 -0.5
H -0.1 -0.1 -0.4
H 0.0 0.0 0.0
H 0.6 0.3 -0.4
H 0.1 -0.1 -0.5

These are the natural (NBO) partial charges, in e, on atoms 1 to 4: number 1, In, carries 0.998; number 2, F, carries -0.266; number 3, C, carries 0.506; number 4, C, carries -0.240


# C24H20F6N6O10S4Y

A molecular structure, C24H20F6N6O10S4Y (ωB97M-V with the def2-TZVPD basis set, the OMol25 dataset).

Summary:
Frontier orbital gap, eV: 7.717
2S+1: 1
Relative energy (zero: lowest compared OMol25 entry of this formula, charge and spin), kJ/mol: 14.1
Lowest unoccupied orbital energy, eV: 2.4
Maximum force, eV Å⁻¹: 0.4
E_HOMO, eV: -5.30
Net charge: -1
E_tot, Ha: -4238.19666

CARTESIAN COORDINATES (ANGSTROEM)
Y 0.200801 -0.056616 0.037190
O -3.745144 1.618999 -1.146421
C -2.736355 1.239041 -0.559663
O -1.721653 0.637527 -1.050740
C -2.603578 1.540068 0.928276
C -3.572302 2.187201 1.676690
C -3.289710 2.475151 3.005435
C -2.047429 2.148723 3.531205
C -1.139503 1.497182 2.710770
N -1.442526 1.180024 1.458623
C 0.290163 1.159121 3.129176
O 0.697490 1.621481 4.190974
O 0.943510 0.511352 2.249795
H -4.506034 2.456804 1.203758
H -4.027630 2.973783 3.622496
H -1.756648 2.387901 4.544227
S -1.122384 -4.007097 -2.640232
C 0.340449 -3.468831 -3.349658
C 0.885174 -2.422250 -2.663598
C 0.127111 -1.981878 -1.525101
C -0.979482 -2.773395 -1.399798
C -1.927850 -2.703432 -0.293186
C -3.011453 -3.578574 -0.164933
C -3.815174 -3.511856 0.952318
C -3.524111 -2.578304 1.937525
C -2.449881 -1.734306 1.729280
N -1.678104 -1.770110 0.644269
H 0.727832 -3.968760 -4.225651
H 1.811309 -1.953344 -2.972697
H -3.198268 -4.308047 -0.941580
H -4.654253 -4.187702 1.062968
H -4.109749 -2.501443 2.842605
H -2.190131 -0.992851 2.474804
F 2.653824 -3.762824 -0.253862
C 2.611649 -4.026390 1.046953
F 1.655480 -4.929503 1.271818
F 3.782878 -4.553401 1.413368
S 2.233247 -2.503666 2.014301
O 1.042114 -2.011990 1.368338
O 2.146971 -2.950554 3.364134
N 3.525169 -1.621467 1.814372
S 3.704612 -0.399936 0.864219
O 4.327384 0.712734 1.516784
O 2.602877 -0.108277 -0.041140
C 5.011545 -0.996067 -0.289378
F 6.102899 -1.348835 0.388972
F 5.334123 -0.010060 -1.128530
F 4.597328 -2.039822 -0.999829
N 3.511112 3.814985 1.689590
C 2.252038 3.064928 1.722971
C 1.501509 3.236564 0.417703
O 1.881936 4.280998 -0.308643
O 0.609210 2.506054 0.057254
H 3.712202 4.209305 2.597778
H 2.686848 4.615678 0.153504
H 4.266680 3.173965 1.472934
H 1.596548 3.455503 2.505284
H 2.373023 2.004959 1.933029
C -1.076984 3.197710 -2.889029
N -1.231879 1.890342 -3.493356
C -2.398597 1.378066 -4.027436
C -2.175557 0.079021 -4.304820
N -0.875103 -0.185176 -3.929680
C -0.310249 0.909514 -3.384122
S 1.223507 1.017209 -2.668570
H -1.897573 3.830703 -3.220004
H -0.121460 3.625892 -3.183819
H -1.088390 3.104727 -1.804639
H -3.288449 1.972286 -4.118292
H -2.823642 -0.676008 -4.708554
H -0.433324 -1.092729 -3.858725

Forces on the atoms, in the same order (eV/Å):
Y -0.2 0.3 0.1
O 0.0 0.0 0.0
C 0.1 -0.1 -0.1
O -0.1 0.0 0.1
C 0.0 0.0 0.0
C 0.0 0.0 0.0
C 0.0 0.0 0.0
C 0.0 0.0 0.0
C 0.0 -0.1 0.0
N 0.1 0.0 0.0
C 0.0 0.2 -0.1
O 0.0 -0.1 0.0
O -0.2 -0.3 0.0
H 0.0 0.0 0.0
H 0.0 0.0 0.0
H 0.0 0.0 0.0
S 0.0 0.1 0.0
C 0.0 0.0 0.0
C 0.0 -0.1 0.0
C 0.1 0.0 0.0
C 0.0 -0.1 -0.1
C 0.0 0.0 0.0
C 0.0 0.0 0.0
C 0.0 0.0 0.0
C 0.0 0.0 0.0
C 0.0 0.0 0.0
N 0.0 0.0 0.0
H 0.0 0.0 0.0
H 0.0 0.0 0.0
H 0.0 0.0 0.0
H 0.0 0.0 0.0
H 0.0 0.0 0.0
H 0.0 0.0 0.0
F 0.0 0.0 0.0
C 0.0 0.0 0.0
F 0.0 0.0 0.0
F 0.0 0.0 0.0
S 0.0 0.0 0.1
O 0.1 0.0 -0.1
O 0.0 0.0 0.0
N -0.1 0.1 -0.1
S 0.1 -0.1 -0.1
O 0.0 0.0 0.0
O 0.1 0.0 0.2
C 0.0 0.0 0.0
F 0.0 0.0 0.0
F 0.0 0.0 0.0
F 0.0 0.0 0.0
N 0.0 0.0 0.0
C 0.2 0.1 0.0
C 0.4 0.0 0.1
O 0.0 0.0 0.0
O -0.3 -0.2 -0.1
H 0.0 0.0 0.0
H -0.1 0.0 0.1
H 0.0 0.0 0.0
H 0.0 0.0 0.0
H 0.0 0.1 0.0
C 0.0 0.0 0.0
N 0.0 0.0 0.0
C 0.0 0.0 -0.1
C 0.0 0.0 0.0
N 0.0 0.1 0.0
C 0.0 0.0 -0.1
S 0.0 0.0 0.0
H 0.0 0.0 0.0
H 0.0 0.0 0.0
H 0.0 0.0 0.0
H 0.0 0.0 0.0
H 0.0 0.0 0.0
H 0.0 0.0 0.0

These are the Löwdin partial charges, in e, on atoms 1 to 4: number 1, Y, carries 1.456; number 2, O, carries 0.035; number 3, C, carries -0.585; number 4, O, carries -0.141


# C24H20MnN4O7S

A molecular structure, C24H20MnN4O7S in a non-equilibrium geometry (ωB97M-V with the def2-TZVPD basis set, the OMol25 dataset).

Summary:
Frontier orbital gap (alpha / beta), eV: 6.619 / 3.088
<S²>: 1.154
2S+1: 2
Lowest unoccupied orbital energy (alpha / beta), eV: -8.3 / -11.0
Maximum force, eV Å⁻¹: 2.2
E_HOMO (alpha / beta), eV: -14.94 / -14.08
Net charge: +2
E_tot, Ha: -3220.92705

CARTESIAN COORDINATES (ANGSTROEM)
Mn 0.230503 0.844656 0.015843
O 0.257596 6.637065 -1.336367
C 0.303067 5.346855 -1.056953
C 1.394556 4.522295 -1.396643
C 1.326285 3.201506 -1.028283
N 0.291878 2.745522 -0.342041
C -0.813670 3.459357 -0.146334
C -0.850323 4.790545 -0.464405
C -1.911381 2.483922 0.228714
O -2.954282 2.721525 0.756038
O -1.530253 1.233189 -0.096836
C 2.143104 2.017587 -1.510239
O 3.185076 2.022828 -2.065075
O 1.430451 0.863974 -1.249198
H 1.050779 6.961335 -1.772712
H 2.232370 4.895346 -1.972145
H -1.734421 5.396543 -0.322434
C 3.188905 0.488067 3.569213
N 1.730812 0.669329 3.531970
C 0.943865 0.600776 4.649034
C -0.399190 0.713647 4.579978
C -1.001161 0.915116 3.300183
N -0.203871 1.012224 2.227640
C 1.113672 0.863201 2.349271
O 1.742620 0.903223 1.245745
N -2.307217 1.030211 3.142374
H 3.521437 0.553085 4.600426
H 3.666795 1.268712 2.984012
H 3.449756 -0.484582 3.157114
H 1.466095 0.453376 5.583687
H -1.001045 0.668310 5.475163
H -2.920412 1.003458 3.940466
H -2.711503 1.266037 2.245139
O 0.022692 -1.026669 0.174549
S -1.155272 -1.829673 -0.455976
C -0.613819 -3.511923 -0.257872
C 0.725315 -3.876730 -0.335485
C 1.055209 -5.213262 -0.203042
C 0.059101 -6.163832 -0.002648
C -1.272388 -5.783700 0.081510
C -1.615716 -4.445931 -0.036936
C -1.014218 -1.522927 -2.198541
C 0.221202 -1.444648 -2.842939
C 0.241129 -1.207444 -4.203920
C -0.952737 -1.060520 -4.904178
C -2.178023 -1.131576 -4.250175
C -2.213829 -1.354083 -2.882922
H 1.493181 -3.128782 -0.478436
H 2.090691 -5.520519 -0.259163
H 0.326998 -7.207413 0.093927
H -2.042957 -6.524178 0.244675
H -2.651577 -4.134830 0.033721
H 1.142264 -1.544244 -2.287649
H 1.187345 -1.139646 -4.722957
H -0.926212 -0.883039 -5.971469
H -3.100706 -1.012313 -4.801399
H -3.158545 -1.400356 -2.355021

Forces on the atoms, in the same order (eV/Å):
Mn -0.3 1.7 1.3
O -0.2 0.1 0.1
C 0.0 -0.3 0.1
C 0.2 0.1 -0.2
C -0.1 -0.3 0.0
N -0.1 -1.2 0.0
C -0.2 0.3 0.3
C -0.3 0.2 -0.1
C 0.4 -0.2 -0.2
O -0.1 0.2 0.0
O -0.1 -0.4 0.1
C 0.3 0.1 0.1
O -0.1 0.1 -0.1
O 0.3 -0.4 -0.3
H 0.2 0.0 -0.1
H 0.0 -0.1 0.0
H 0.0 -0.1 0.0
C 0.0 0.0 0.0
N 0.0 0.1 -0.1
C -0.1 0.0 0.0
C -0.1 -0.1 0.3
C 0.2 0.4 -0.9
N 0.5 -0.1 -0.4
C -0.5 -0.3 0.5
O -0.1 0.1 -0.2
N 0.0 -0.1 0.2
H 0.0 0.0 0.0
H 0.0 0.0 0.0
H 0.0 0.0 0.0
H 0.0 0.0 0.0
H 0.0 0.0 0.0
H 0.0 0.0 0.0
H 0.0 0.1 -0.1
O 0.3 0.6 -0.2
S 0.0 -0.4 0.0
C -0.3 0.1 0.0
C 0.2 0.2 -0.1
C -0.2 -0.3 0.0
C 0.3 0.1 0.0
C -0.2 0.1 0.0
C -0.2 0.1 0.0
C -0.6 0.0 0.4
C 0.0 -0.1 -0.1
C -0.2 0.0 -0.6
C 0.5 0.0 -0.1
C -0.2 0.0 0.2
C 0.3 0.0 0.2
H 0.1 0.1 0.0
H 0.0 0.0 0.0
H 0.0 0.0 0.0
H 0.0 0.0 0.0
H 0.0 0.0 0.0
H 0.1 0.0 0.1
H 0.0 0.0 0.0
H 0.0 0.0 0.0
H 0.0 0.0 0.0
H 0.0 0.0 0.0

These are the natural (NBO) partial charges, in e, on atoms 1 to 4: number 1, Mn, carries 1.096; number 2, O, carries -0.599; number 3, C, carries 0.405; number 4, C, carries -0.255


# C24H20N5O11

5 unconnected molecules or ions with the total composition C24H20N5O11 in a non-equilibrium geometry (ωB97M-V with the def2-TZVPD basis set, the OMol25 dataset).

Summary:
Frontier orbital gap, eV: 6.473
2S+1: 1
Relative energy (zero: lowest compared OMol25 entry of this formula, charge and spin), kJ/mol: 359.6
Lowest unoccupied orbital energy, eV: 0.6
Maximum force, eV Å⁻¹: 15.2
E_HOMO, eV: -5.88
Net charge: -1
E_tot, Ha: -2026.96496

CARTESIAN COORDINATES (ANGSTROEM)
N 1.362717 0.115650 -0.959433
O 0.985717 -0.854350 -0.210433
O 1.426717 -0.087350 -2.248433
O 1.671717 1.173650 -0.441433
C -2.399283 -0.321350 3.379567
C -1.518283 0.212650 2.057567
C -1.524283 1.607650 1.637567
C -2.652283 2.525650 2.312567
C -3.449283 1.903650 3.575567
C -3.224283 0.520650 4.038567
N -2.992283 3.885650 1.729567
O -2.300283 4.124650 0.692567
O -3.790283 4.708650 2.261567
H -2.565283 -1.529350 3.836567
H -1.043283 -0.494350 1.428567
H -1.071283 2.137650 0.726567
H -4.217283 2.638650 4.203567
H -3.837283 0.216650 4.874567
C -1.935283 3.029650 -3.052433
C -2.130283 4.481650 -3.535433
C -0.927283 5.163650 -4.211433
C 0.395717 4.283650 -4.565433
C 0.446717 2.938650 -4.109433
C -0.780283 2.286650 -3.362433
N 1.558717 4.934650 -5.199433
O 2.522717 4.148650 -5.357433
O 1.404717 5.951650 -5.825433
H -2.812283 2.509650 -2.616433
H -2.968283 5.041650 -3.231433
H -1.187283 6.366650 -4.373433
H 1.473717 2.252650 -4.356433
H -0.843283 1.428650 -3.122433
C -1.840283 -4.344350 0.458567
C -1.054283 -3.165350 0.001567
C -0.791283 -3.155350 -1.525433
C -1.053283 -4.309350 -2.505433
C -2.041283 -5.392350 -1.929433
C -2.353283 -5.263350 -0.454433
N -0.645283 -4.342350 -3.919433
O -0.041283 -3.337350 -4.387433
O -1.062283 -5.317350 -4.607433
H -1.942283 -4.269350 1.575567
H -0.596283 -2.501350 0.567567
H -0.198283 -2.270350 -1.828433
H -2.258283 -6.308350 -2.700433
H -2.975283 -6.072350 -0.066433
C 3.553717 -3.179350 2.822567
C 2.539717 -2.117350 2.596567
C 2.943717 -0.531350 2.676567
C 4.331717 -0.207350 3.269567
C 5.001717 -1.451350 3.828567
C 4.696717 -2.883350 3.589567
N 4.779717 1.061650 3.605567
O 3.913717 1.863650 4.062567
O 5.928717 1.376650 3.518567
H 3.122717 -4.048350 2.691567
H 1.583717 -2.391350 2.075567
H 2.103717 0.022650 2.238567
H 6.004717 -1.058350 4.398567
H 5.268717 -3.710350 3.970567

Forces on the atoms, in the same order (eV/Å):
N -0.2 -2.0 -1.7
O 0.0 0.6 -0.6
O -0.3 0.7 2.7
O 0.1 0.7 -0.2
C 1.6 -1.9 -2.6
C -2.9 2.3 3.0
C -4.1 0.3 1.7
C -0.5 -4.4 3.5
C 1.3 3.0 -2.3
C -0.5 3.4 -1.3
N 1.4 0.9 -0.6
O -2.2 -0.2 2.5
O 2.0 -2.7 -1.3
H 1.3 3.6 -2.0
H 0.8 -0.6 -0.1
H -0.3 -1.6 1.5
H 2.2 -2.1 -2.1
H 0.1 -0.2 0.1
C 0.5 2.3 -2.4
C 6.9 -2.1 -1.1
C -2.2 -1.5 1.2
C -4.3 0.7 3.2
C -0.2 -1.4 0.2
C 1.3 14.4 -4.4
N 0.2 -3.7 -2.0
O -0.7 1.9 0.7
O 0.1 0.9 0.7
H 0.8 0.4 -0.1
H -0.8 0.6 0.1
H 1.6 -3.5 0.0
H -3.3 2.1 1.0
H 0.4 -11.5 3.0
C 2.2 4.1 -0.5
C -3.4 -7.4 -7.7
C 0.5 -1.6 1.0
C -3.3 0.0 5.6
C 3.0 2.0 -0.2
C 0.3 -1.6 -3.0
N -0.5 1.2 -1.7
O -1.3 -2.9 1.3
O 1.3 2.1 1.6
H -0.6 -1.1 -1.3
H 1.8 3.2 2.5
H -0.3 -0.7 -0.2
H 0.1 2.4 2.5
H 0.1 0.2 -0.1
C -1.4 7.8 1.9
C 3.9 2.9 -0.7
C 1.7 -4.9 1.2
C -4.8 -7.9 -0.9
C 2.1 1.8 -0.5
C -0.7 3.7 -0.7
N -2.4 3.7 1.8
O 1.1 -1.6 -1.0
O 1.6 -0.5 -0.4
H -1.2 -4.9 -0.8
H 1.1 0.6 0.6
H 1.0 0.7 0.3
H -2.5 -1.7 -1.3
H 0.5 0.3 0.2

These are the natural (NBO) partial charges, in e, on atoms 1 to 4: number 1, N, carries 0.706; number 2, O, carries -0.623; number 3, O, carries -0.569; number 4, O, carries -0.482